[1]
82
Properties=species:S:1:pos:R:3 method="wB97M-V/def2-TZVPD" energy_ev=-261863.929 homo_energy_ha=-0.053 largest_force_ev_per_a=2.37 gap_ev=2.5 charge=-1
C -3.141 -3.457 -1.433
C -2.103 -3.119 -0.356
C -2.173 -1.661 0.047
Br -3.845 -1.271 1.016
C -0.936 -1.036 0.706
C -0.204 -1.765 1.839
S -1.436 -2.194 3.183
C 0.693 -3.014 1.647
C 0.287 -4.492 1.495
O -0.944 -4.947 2.019
C 0.423 -5.114 0.085
F 1.306 -6.151 0.151
F 0.927 -4.262 -0.831
F -0.721 -5.633 -0.395
N 0.709 -0.779 2.498
Cl 0.504 -0.702 4.252
C 1.042 0.539 1.908
I -0.303 1.973 3.015
C 2.529 0.878 2.225
Br 3.634 -0.805 2.172
C 2.875 1.587 3.515
C 4.325 2.110 3.438
C 0.641 0.844 0.477
C 1.702 1.512 -0.374
P 1.832 3.311 -0.050
O 0.759 3.981 -0.788
O 1.913 3.595 1.440
O 3.272 3.669 -0.666
N -0.029 -0.322 -0.275
C 1.090 -1.188 -0.784
C -0.760 0.272 -1.435
C -1.078 -0.661 -2.596
C -0.421 -0.304 -3.902
F 0.863 -0.783 -3.897
F -0.323 1.018 -4.108
C -1.102 -1.040 -5.106
F -1.555 -2.255 -4.726
F -0.172 -1.251 -6.065
S -2.514 -0.074 -5.971
F -2.777 0.770 -4.669
F -3.596 -1.105 -5.468
F -2.330 -0.946 -7.256
F -1.481 0.959 -6.490
F -3.640 0.723 -6.679
H -4.112 -3.581 -0.984
H -3.180 -2.711 -2.217
H -2.847 -4.392 -1.890
H -1.134 -3.286 -0.807
H -2.327 -3.784 0.464
H -2.472 -1.126 -0.829
H -1.391 -0.194 1.224
H -2.224 -2.995 2.449
H 1.246 -2.994 2.574
H 1.501 -2.866 0.949
H 1.041 -5.053 2.027
H -0.808 -5.170 2.939
H 3.012 1.455 1.460
H 2.298 2.485 3.642
H 2.831 0.938 4.375
H 4.701 2.343 4.421
H 4.987 1.457 2.888
H 4.301 3.052 2.900
H -0.160 1.578 0.495
H 2.660 1.019 -0.260
H 1.520 1.456 -1.437
H 1.031 4.128 1.927
H 3.916 2.997 -0.434
H 1.495 -0.811 -1.706
H 1.874 -1.250 -0.049
H 0.713 -2.180 -0.965
H -1.680 0.672 -1.040
H -0.266 1.157 -1.807
H -2.144 -0.568 -2.769
H -0.966 -1.712 -2.396
O -0.145 5.021 2.213
C -0.298 6.359 2.239
C -1.496 6.796 3.271
O -1.680 8.097 3.319
H -0.581 6.834 1.281
H 0.580 6.941 2.588
H -1.179 6.300 4.228
H -2.362 6.180 2.909

=====

[2]
73
Properties=species:S:1:pos:R:3 method="wB97M-V/def2-TZVPD" multiplicity=5 energy_ev=-150560.621 homo_energy_ha="-0.589 / -0.570" largest_force_ev_per_a=2.42 gap_ev="7.8 / 7.1" s2=6.237 charge=+3
Mn -2.467 3.071 -2.306
P -1.852 -2.179 0.199
P 1.248 0.066 1.433
P 1.658 -0.810 -2.808
H -3.755 1.823 -4.018
C -2.746 1.492 -3.710
C -2.582 0.980 -2.388
H -3.450 0.673 -1.786
C -3.223 -1.222 0.865
C -1.309 -3.317 1.498
C -2.580 -3.179 -1.132
C 2.527 1.363 1.698
C 0.402 0.211 3.060
C 2.294 -1.411 1.753
C 0.877 -0.579 -4.400
C 1.024 -2.258 -1.976
C 3.448 -0.817 -2.690
H -2.040 1.234 -4.522
H -1.661 0.435 -2.090
H -3.810 -0.806 0.036
H -2.819 -0.407 1.476
H -3.864 -1.868 1.482
H -0.897 -2.756 2.349
H -0.541 -4.010 1.122
H -2.166 -3.913 1.860
H -3.520 -2.723 -1.480
H -2.814 -4.196 -0.777
H -1.903 -3.267 -1.990
H 3.118 1.113 2.591
H 2.042 2.337 1.834
H 3.179 1.420 0.820
H 1.134 0.150 3.877
H -0.342 -0.588 3.170
H -0.123 1.174 3.109
H 2.921 -1.219 2.632
H 2.935 -1.612 0.888
H 1.668 -2.291 1.930
H 1.275 -1.308 -5.127
H 1.068 0.438 -4.765
H -0.212 -0.715 -4.304
H 1.491 -3.179 -2.370
H -0.062 -2.325 -2.129
H 1.222 -2.195 -0.895
H 3.863 -1.667 -3.257
H 3.753 -0.918 -1.637
H 3.869 0.117 -3.084
C 0.804 2.485 -2.990
C -0.243 3.438 -3.081
C -0.519 3.958 -4.391
C 0.475 3.924 -5.378
C 1.719 3.316 -5.091
C 1.834 2.538 -3.922
Se 1.009 0.924 -1.535
H -0.861 -1.203 -0.246
H -0.651 3.949 -2.168
H -1.503 4.396 -4.623
H 0.313 4.397 -6.348
H 2.561 3.475 -5.764
H 2.786 2.026 -3.750
C -2.194 4.127 3.918
C -1.967 3.580 2.537
C -0.845 3.945 1.785
C -0.785 3.587 0.429
N -1.839 2.971 -0.201
C -2.808 2.424 0.594
C -2.887 2.710 1.955
H -1.343 3.931 4.580
H -2.353 5.215 3.947
H -3.076 3.673 4.373
H -0.034 4.531 2.234
H 0.101 3.840 -0.177
H -3.546 1.775 0.102
H -3.695 2.297 2.565

=====

[3]
44
Properties=species:S:1:pos:R:3 method="wB97M-V/def2-TZVPD" energy_ev=-31527.418 homo_energy_ha=-0.286 largest_force_ev_per_a=8.60 gap_ev=8.2 charge=0
C -1.842 1.733 1.164
C -1.821 0.046 1.486
C -2.430 2.048 -0.338
C -1.369 1.404 -1.231
C -0.914 0.200 -1.672
C -0.363 2.366 -1.487
C 0.806 1.616 -1.962
C -0.290 3.757 -1.359
C 2.035 2.292 -2.178
C 0.894 4.418 -1.557
C 2.033 3.656 -1.857
C 0.223 -1.464 1.838
C 0.612 -2.037 3.230
C 1.402 -1.554 0.819
C 1.056 -2.431 -0.450
C 1.667 -3.005 -1.407
C -0.479 -3.316 -1.748
H 0.021 2.310 0.946
H -0.946 3.521 1.338
H -2.734 1.865 1.778
H -3.479 1.655 -0.486
H -2.390 3.182 -0.315
H -1.214 -0.808 -1.385
H 0.801 -0.341 -2.688
H -1.107 4.360 -1.021
H 2.850 1.762 -2.722
H 0.958 5.401 -1.159
H 3.114 4.233 -1.782
H -0.023 0.617 2.264
H -0.505 -2.173 1.497
H 2.146 -2.046 1.447
H 1.759 -0.607 0.505
H 2.675 -2.847 -1.644
H -1.367 -3.914 -2.090
H 0.934 -4.208 -2.994
H 1.169 -3.539 4.213
N -0.719 2.563 1.589
N 0.367 0.393 -2.305
N -0.502 -0.208 1.859
N -0.448 -2.591 -0.660
N 0.734 -3.593 -2.258
O -2.612 -0.731 1.072
O 0.524 -1.409 4.299
O 1.338 -3.203 3.251

=====

[4]
45
Properties=species:S:1:pos:R:3 method="wB97M-V/def2-TZVPD" energy_ev=-26591.014 homo_energy_ha=-0.491 largest_force_ev_per_a=10.52 gap_ev=10.5 charge=+1
O 3.017 1.729 2.053
C 2.877 2.523 0.933
C 1.510 2.068 0.201
N 1.034 0.592 0.680
C 1.392 -0.744 -0.001
C 2.860 -0.886 0.186
H 2.857 2.221 2.860
H 2.868 3.608 1.265
H 3.641 2.322 0.190
H 0.650 2.750 0.335
H 1.737 1.947 -0.884
H -0.024 0.696 0.717
H 1.389 0.518 1.664
H 0.862 -1.528 0.543
H 1.139 -0.854 -1.080
H 3.104 -1.730 0.831
H 3.351 -0.921 -0.820
H 3.514 -0.282 0.927
H -0.950 2.327 -1.467
H -0.256 3.487 -2.305
O -0.173 2.562 -2.019
H -4.350 -1.471 -0.504
H -3.764 -0.142 -0.778
O -3.438 -1.105 -0.502
H -3.252 1.841 -1.537
H -4.402 2.369 -0.674
O -3.738 1.642 -0.806
H -1.718 1.162 -4.443
H -2.816 1.596 -3.349
O -2.320 1.775 -4.123
H -1.893 -1.652 -0.022
H -1.065 -2.983 0.564
O -1.088 -1.984 0.511
H -1.841 1.448 2.159
H -2.363 0.732 0.838
O -1.635 1.097 1.292
H -0.657 -1.085 2.834
H -0.854 -2.442 3.568
O -0.321 -1.544 3.581
H 0.397 -2.959 -2.287
H 1.745 -3.370 -2.909
O 1.274 -3.150 -2.042
H 0.565 -4.439 1.947
H 0.847 -3.721 0.667
O 0.290 -4.021 1.208

=====

[5]
18
Properties=species:S:1:pos:R:3 method="wB97M-V/def2-TZVPD" energy_ev=-9352.569 homo_energy_ha=-0.096 largest_force_ev_per_a=4.13 gap_ev=6.5 charge=-1
C -0.007 -0.987 0.454
N -0.121 0.328 1.093
C 1.050 1.456 1.154
O 2.239 1.051 1.560
C 0.235 -0.874 -1.028
N -0.865 -0.137 -1.677
C -2.151 -0.761 -1.531
H -0.980 -1.442 0.672
H 0.845 -1.584 0.901
H -0.216 0.247 2.108
H 0.527 2.209 1.796
H 1.091 1.746 0.117
H 0.396 -1.849 -1.472
H 1.193 -0.319 -1.233
H -1.005 0.730 -1.139
H -2.985 -0.371 -2.110
H -2.570 -0.602 -0.470
H -2.266 -1.917 -1.528